No. 1
Entry from the Open Molecules 2025 dataset: the ion C8H18IN2 with charge +1 in a non-equilibrium geometry (the ωB97M-V functional and the def2-TZVPD basis).

Each line ends with the Mulliken charge.
Atoms and positions in Å:
C -1.548866 -0.717679 -1.050963  -1.17
C -0.602652 -0.100360 -0.333889  -0.33
C -0.836474 1.170348 0.380496  1.06
C -1.033665 2.271471 -0.648462  -1.66
C -1.985938 0.971595 1.453727  -1.86
N 0.815933 -0.531103 -0.403994  0.68
C 1.244437 -0.772714 -1.767433  -0.95
C 1.127134 -1.746452 0.330998  -0.58
C 0.791039 -1.467794 1.785269  -0.98
N 1.903952 0.780720 0.063985  -0.62
I 3.896443 0.211713 0.078502  0.32
H -1.636891 -1.687259 -1.597276  0.33
H -2.491013 -0.256226 -1.020805  0.34
H 0.091790 1.547594 1.021873  0.47
H -1.770911 1.925168 -1.258744  0.43
H -1.279587 3.074369 -0.008484  0.47
H -0.199092 2.563606 -1.251962  0.36
H -2.902252 1.210798 1.071314  0.53
H -2.157019 0.022648 1.675430  0.57
H -1.816797 1.648719 2.295669  0.36
H 2.277407 -1.302150 -1.887719  0.38
H 0.663243 -1.548828 -2.313112  0.41
H 1.156985 0.210173 -2.444959  0.28
H 0.733971 -2.586857 -0.252903  0.47
H 2.129375 -2.039692 0.131244  0.56
H 1.295530 -0.682802 2.345608  0.30
H -0.227176 -1.227615 1.873085  0.09
H 0.681000 -2.411598 2.379968  0.38
H 1.680096 1.470218 -0.646464  0.34

Atoms 1-6, force components in eV/Å:
C 0.891 -1.151 0.262
C 0.257 -0.433 -0.962
C 1.716 0.623 2.715
C 0.903 -0.080 2.202
C 2.734 4.293 -1.285
N 2.722 1.245 -1.592

Output
**Energy relative to the best compared isomer or geometry (same formula, charge and spin)**: 149.57 kcal per mole
**LUMO level**: -4.7 eV
**Structure (SMILES)**: C=C(C(C)C)[N@+](C)(CC)NI
**HOMO level**: -0.490 Eh
**Charge**: +1
**Kohn-Sham gap**: 8.66 eV

=====

No. 2
Entry from the Open Molecules 2025 dataset: a structure of composition C25H35NO7S2SiV in a non-equilibrium geometry (the ωB97M-V functional and the def2-TZVPD basis).

Each line ends with the Mulliken charge.
Atoms and positions in Å:
V -0.568662 1.122319 0.518908  0.77
O 6.081230 -0.619963 0.267365  -0.73
C 5.441196 -0.377039 1.311411  0.37
O 5.768946 -0.360848 2.512829  -0.72
C 3.949018 -0.017577 1.064467  0.22
C 3.460590 0.101148 -0.230794  -0.75
C 2.147399 0.465125 -0.438601  -0.62
N 1.315403 0.708692 0.589137  0.32
C 1.781764 0.581709 1.853723  0.52
C 3.078957 0.225219 2.124486  -0.54
C 0.756455 0.967221 2.898223  0.32
O 1.008559 0.997908 4.071484  -0.66
O -0.420495 1.286611 2.357429  -0.45
H 4.136811 -0.093855 -1.053572  0.51
H 1.723361 0.581209 -1.425502  0.52
H 3.428104 0.145348 3.145577  0.61
S -1.247117 -0.842646 -0.278291  -0.52
C -2.914049 -0.253281 -0.095648  0.18
C -3.355086 0.218131 1.146206  -0.36
C -4.630965 0.758718 1.283064  -0.64
C -5.488405 0.807623 0.196223  -0.50
C -5.064272 0.312037 -1.033092  -0.47
C -3.788936 -0.208076 -1.182212  -0.33
H -2.705667 0.143333 2.007632  0.59
H -4.951341 1.132518 2.248172  0.42
H -6.483932 1.223332 0.304009  0.37
H -5.731999 0.344508 -1.886696  0.36
H -3.451323 -0.565058 -2.147412  0.39
C 1.389559 4.454376 3.029802  -1.48
C 1.683403 4.739205 1.564464  1.55
C 3.057500 4.222776 1.169002  -1.36
C 1.594388 6.247174 1.315457  -1.30
O 0.707638 3.983798 0.801476  1.08
Si -0.208855 4.383109 -0.496510  -0.52
S -1.087359 2.578536 -1.147548  -0.79
O 0.760025 5.111199 -1.588792  -0.01
C 0.663256 5.584444 -2.938080  1.69
C -0.263400 4.725185 -3.791487  -1.53
C 2.078067 5.537588 -3.496603  -1.70
C 0.148381 7.018383 -2.884291  -1.46
O -1.356347 5.497405 -0.140836  0.19
C -2.544388 5.481000 0.664859  1.82
C -2.655965 6.877926 1.261776  -1.83
C -2.471952 4.443400 1.782487  -0.85
C -3.725825 5.188768 -0.251748  -1.71
H 2.185962 4.864328 3.655476  0.47
H 1.323154 3.381340 3.216995  0.07
H 0.442669 4.916625 3.322940  0.34
H 3.837921 4.783986 1.688954  0.46
H 3.199712 4.335721 0.091345  0.14
H 3.166138 3.167629 1.427778  0.15
H 2.274180 6.759737 2.000222  0.55
H 0.576959 6.609416 1.496663  0.10
H 1.871824 6.495700 0.291307  0.18
H 0.041314 3.678429 -3.757446  0.30
H -0.230892 5.073803 -4.827011  0.49
H -1.295161 4.784440 -3.432094  0.24
H 2.437812 4.506329 -3.501121  0.36
H 2.747685 6.133190 -2.871439  0.32
H 2.104776 5.927875 -4.517548  0.42
H -0.832502 7.038964 -2.401163  0.16
H 0.057720 7.429785 -3.893766  0.46
H 0.831772 7.645680 -2.305282  0.31
H -1.786835 7.085375 1.890898  0.35
H -3.560819 6.965552 1.870715  0.43
H -2.693357 7.620989 0.461481  0.34
H -1.574300 4.582088 2.390456  -0.11
H -2.454623 3.435571 1.370780  -0.07
H -3.350327 4.533448 2.425186  0.59
H -3.797325 5.955143 -1.029397  0.32
H -4.658472 5.175952 0.319498  0.44
H -3.589253 4.215065 -0.728178  0.25

Atoms 1-6, force components in eV/Å:
V -1.193 0.307 -0.397
O -0.113 0.067 0.391
C 0.086 -0.064 -0.005
O 0.037 -0.044 -0.349
C 0.063 0.008 -0.039
C 0.053 -0.007 -0.018

Output
**Energy relative to the best compared isomer or geometry (same formula, charge and spin)**: 18.26 kcal per mole
**LUMO level (spin up / spin down)**: 2.1 / 2.1 eV
**Multiplicity**: 3
**⟨S²⟩**: 2.0197
**HOMO level (spin up / spin down)**: -0.209 / -0.209 Eh
**Charge**: -1
**Kohn-Sham gap (spin up / spin down)**: 7.77 / 7.82 eV